Below is a molecular structure, C17H17BBaN8O6, with properties calculated with ωB97M-V/def2-TZVPD.

Values from the calculation:
Gap between HOMO and LUMO: 7.78 eV
E_LUMO: -0.0427 Eh

Last column: Mulliken charge in e.
Positions of all 50 atoms, in Å:
H  -0.87644  -2.11699  2.23954  0.5204
N  -2.01539  -1.75147  0.48578  0.0534
B  -3.83385  -1.64356  -1.26720  0.1491
N  -3.32457  -2.03137  0.14152  -0.1514
C  -3.93725  -2.68929  1.14242  -0.1611
Ba  0.01258  -0.73437  -1.10106  1.8804
H  -4.96327  -3.00367  1.03809  0.4396
C  -3.01569  -2.84001  2.18525  -1.0694
H  -3.18039  -3.32276  3.12594  0.3844
C  -1.82865  -2.22713  1.72962  -0.3932
H  -4.95551  -2.00537  -1.42399  -0.1312
C  1.69452  0.17296  -2.57721  -1.4229
H  2.70817  0.47910  -2.83261  0.3685
H  1.15578  1.08101  -2.26135  0.4246
H  1.19633  -0.33220  -3.42515  0.3551
N  -2.87642  -2.29846  -2.31417  0.0006
N  -3.71632  -0.11013  -1.44493  -0.0886
N  -1.48961  -1.98177  -2.33927  -0.2960
N  -2.48017  0.50051  -1.36032  0.0566
C  -3.14784  -3.16918  -3.29254  -0.0791
C  -4.66253  0.79566  -1.75428  -0.1932
H  -4.17055  -3.48645  -3.40431  0.4619
H  -5.68576  0.48450  -1.88382  0.4382
C  -1.96746  -3.46620  -3.97860  -1.1551
C  -4.04309  2.04640  -1.85830  -1.1133
C  -0.94990  -2.71310  -3.35859  -0.1430
C  -2.67701  1.81295  -1.58844  -0.2433
H  -1.87812  -4.13151  -4.80892  0.3966
H  -4.51132  2.97882  -2.09599  0.3890
H  0.11642  -2.66154  -3.58494  0.3644
H  -1.85491  2.52252  -1.54775  0.4447
H  1.89432  -0.61859  -1.67009  0.2926
O  1.74049  -0.66452  1.02994  -0.8617
C  1.69204  0.61000  1.06148  0.8004
O  0.83157  1.33925  0.46642  -0.8527
C  2.79708  1.34825  1.83423  0.0223
C  3.03581  2.71796  1.62344  -0.3888
C  4.08839  3.38866  2.29355  -0.1476
C  4.89736  2.72161  3.21853  -0.1862
C  4.65851  1.36065  3.43912  -0.0993
C  3.63432  0.67274  2.73923  -0.4114
N  5.45264  0.65051  4.40871  0.9780
O  6.34134  1.27673  5.02558  -0.5875
O  5.22205  -0.56156  4.60080  -0.5877
N  4.34764  4.77300  2.00028  0.9880
O  3.63749  5.35065  1.15216  -0.5910
O  5.27823  5.34932  2.60236  -0.5871
H  2.41740  3.27803  0.92745  0.5949
H  5.68836  3.24215  3.74926  0.5841
H  3.50317  -0.39272  2.91312  0.5536